No. 1
Below is the ion C5H9N2 with charge +1, with properties calculated with ωB97M-V with the def2-TZVPD basis set.

Last column: Mulliken charge in e.
Cartesian coordinates (Å):
1 C -0.623 -2.094 -0.608  -1.4361
2 C 0.121 -1.444 0.516  -0.2023
3 C 0.089 0.159 0.360  0.1058
4 N -0.289 0.798 -0.769  -0.0053
5 C -0.055 2.132 -0.638  -0.2668
6 C 0.593 2.286 0.601  -0.3338
7 N 0.757 1.032 1.102  -0.0416
8 H -1.658 -1.739 -0.631  0.4370
9 H -0.583 -3.198 -0.443  0.3026
10 H -0.428 -1.876 -1.626  0.4189
11 H 1.150 -1.674 0.533  0.3719
12 H -0.258 -1.689 1.485  0.3647
13 H -0.770 0.247 -1.501  0.2377
14 H -0.229 2.871 -1.406  0.4067
15 H 1.037 3.183 0.999  0.3849
16 H 1.147 1.005 2.028  0.2557

Cartesian forces, eV/Å:
C -1.6100 -1.2259 0.7965
C -0.3413 3.5207 -0.8372
C 1.1506 -3.1027 -0.7861
N -0.7612 -1.5609 0.9998
C 1.3671 1.0950 1.6401
C -0.7358 0.6060 -3.4294
N -0.8968 1.2889 0.7493
H -0.3626 -0.5494 0.7903
H -0.3100 0.9104 -0.4131
H 1.6319 0.1339 -0.9828
H 1.2906 -0.3976 -0.1237
H -0.5530 -0.2089 0.5315
H 0.4081 1.0084 0.4601
H -0.2042 -0.2132 0.1359
H -0.0776 -0.1567 0.2383
H 0.0042 -1.1479 0.2304

The spin multiplicity is 1. The charge is +1. As for the structure (SMILES): CCc1[nH]cc[nH+]1. The orbital gap comes out at 10.956 eV. The molar mass is 97.1 g/mol. For the relative energy (zero: lowest compared OMol25 entry of this formula, charge and spin), the calculation gives 25.8 kcal/mol. The calculation puts the HOMO energy at -14.12 eV.

***

No. 2
Below is a structure of composition C34H19BrClN7O3PdSe, with properties calculated with ωB97M-V with the def2-TZVPD basis set.

Last column: Mulliken charge in e.
Cartesian coordinates (Å):
1 Pd 0.149 0.024 -0.261  -0.4356
2 Cl 1.999 0.249 6.521  -0.1605
3 C 1.922 0.362 4.807  0.1184
4 C 2.982 -0.119 4.033  -0.7353
5 C 2.926 -0.088 2.654  -0.1871
6 C 1.809 0.441 2.011  0.1629
7 O 1.813 0.540 0.681  -0.6768
8 C 0.741 0.939 2.797  0.3037
9 C -0.456 1.433 2.206  0.0771
10 N -0.810 1.262 0.975  1.3869
11 C -2.037 1.713 0.421  -0.5662
12 C -2.756 2.785 0.871  -0.5281
13 C -4.017 3.073 0.306  -1.1255
14 C -4.533 2.298 -0.692  -0.8409
15 C -3.793 1.202 -1.201  0.4900
16 C -4.242 0.363 -2.247  -0.6291
17 C -3.449 -0.658 -2.692  -1.1056
18 C -2.183 -0.842 -2.114  -0.3492
19 N -1.743 -0.069 -1.147  1.0577
20 C -2.529 0.934 -0.655  0.8647
21 C 0.815 0.904 4.199  -1.0884
22 H 3.846 -0.538 4.532  0.4905
23 H 3.736 -0.476 2.053  0.4903
24 H -1.150 1.975 2.846  0.4679
25 H -2.372 3.415 1.664  0.5395
26 H -4.576 3.919 0.680  0.4447
27 H -5.504 2.520 -1.116  0.4708
28 H -5.216 0.538 -2.687  0.4781
29 H -3.770 -1.324 -3.479  0.4646
30 H -1.530 -1.640 -2.444  0.5769
31 H -0.008 1.269 4.801  0.4949
32 Se 2.966 0.751 -7.269  0.3727
33 N 2.638 -0.651 -6.235  -0.8313
34 C 2.181 -0.192 -5.099  0.8205
35 C 1.806 -1.049 -3.981  0.0318
36 C 1.926 -2.443 -3.997  -0.5903
37 C 1.557 -3.155 -2.880  -1.1180
38 C 1.084 -2.484 -1.754  -0.1193
39 N 0.977 -1.158 -1.730  0.4659
40 C 1.320 -0.443 -2.831  0.4043
41 C 1.184 1.000 -2.739  0.0343
42 N 0.695 1.484 -1.579  0.7828
43 C 0.630 2.793 -1.375  -0.4084
44 C 1.014 3.698 -2.358  -1.1574
45 C 1.474 3.226 -3.568  -0.6090
46 C 1.572 1.847 -3.771  -0.0419
47 C 2.073 1.235 -4.994  0.8975
48 N 2.444 1.921 -6.044  -0.8391
49 H 2.305 -2.932 -4.885  0.5986
50 H 1.636 -4.232 -2.848  0.5001
51 H 0.815 -3.009 -0.852  0.4903
52 H 0.277 3.121 -0.407  0.6925
53 H 0.951 4.757 -2.155  0.4729
54 H 1.776 3.899 -4.360  0.6032
55 Br 1.487 -4.300 6.383  -0.1095
56 C 0.374 -3.387 5.175  -0.1540
57 C -0.856 -2.891 5.601  -0.1751
58 N -1.681 -2.223 4.801  -0.6407
59 C -1.302 -2.019 3.546  -0.3693
60 C -0.090 -2.469 3.037  0.1598
61 C 0.768 -3.180 3.870  -0.4410
62 C 0.389 -2.103 1.679  0.7541
63 O -0.479 -1.340 1.011  -0.5090
64 O 1.469 -2.433 1.247  -0.5833
65 H -1.177 -3.039 6.625  0.4249
66 H -1.989 -1.465 2.916  0.5981
67 H 1.720 -3.535 3.499  0.6409

Cartesian forces, eV/Å:
Pd -0.2456 0.4129 0.3616
Cl 0.0005 -0.0006 0.0284
C -0.0779 0.0235 0.0393
C 0.0287 -0.0349 -0.0600
C -0.0078 0.0209 0.0167
C -0.1158 0.1248 -0.0272
O -0.1029 -0.4196 -0.2301
C -0.0559 -0.0231 -0.1256
C 0.1088 -0.0048 0.1153
N 0.0906 -0.0797 -0.2007
C -0.0649 -0.0644 -0.0585
C -0.0323 -0.0017 0.0123
C 0.0127 0.0257 0.0316
C -0.0141 -0.0377 -0.0382
C -0.0260 0.0239 0.0143
C -0.0039 0.0065 0.0042
C -0.0057 -0.0165 0.0123
C -0.0131 -0.0536 0.0142
N 0.2749 0.0463 0.0299
C 0.0404 0.0357 0.0706
C 0.0719 -0.0309 0.0814
H 0.0044 -0.0020 -0.0084
H 0.0158 -0.0071 -0.0130
H 0.0020 -0.0317 0.0215
H -0.0146 0.0091 -0.0108
H 0.0028 -0.0006 0.0023
H -0.0001 -0.0039 -0.0014
H -0.0011 -0.0020 0.0003
H 0.0011 0.0011 -0.0027
H -0.0046 0.0308 -0.0193
H -0.0090 0.0021 -0.0079
Se 0.0200 -0.0036 0.0254
N -0.0154 -0.0039 -0.0170
C 0.0061 -0.0033 -0.0007
C 0.0105 0.0142 0.0055
C -0.0192 0.0165 -0.0243
C -0.0167 -0.0423 0.0560
C 0.0668 0.0543 0.0734
N 0.0599 -0.0390 -0.0630
C 0.0166 0.0131 0.0547
C 0.0309 -0.0079 0.0246
N -0.0329 0.0003 -0.0349
C -0.0051 -0.0007 0.0092
C 0.0076 0.0008 0.0178
C -0.0085 -0.0083 -0.0206
C 0.0206 -0.0024 0.0158
C 0.0062 0.0054 0.0000
N -0.0164 0.0005 -0.0142
H 0.0074 -0.0009 0.0054
H -0.0003 0.0001 0.0001
H -0.0138 -0.0048 0.1061
H -0.0226 0.0093 -0.0120
H -0.0049 -0.0005 0.0000
H 0.0047 -0.0015 0.0018
Br 0.0008 -0.0004 0.0014
C -0.0125 0.0023 0.0021
C -0.0039 -0.0039 0.0055
N -0.0073 -0.0001 0.0062
C 0.0164 0.0129 0.0177
C 0.0068 0.0581 0.0733
C 0.0096 0.0078 0.0030
C 0.0035 -0.1083 -0.0357
O -0.0394 0.0581 -0.1443
O 0.0696 0.0312 -0.1838
H 0.0007 0.0017 -0.0002
H -0.0042 -0.0054 -0.0043
H -0.0010 0.0024 -0.0023

The spin multiplicity is 1. The charge is +2. The orbital gap comes out at 5.888 eV. The molar mass is 874.3 g/mol. For the relative energy (zero: lowest compared OMol25 entry of this formula, charge and spin), the calculation gives 0.0 kcal/mol. The calculation puts the HOMO energy at -13.32 eV.

***

No. 3
Below is the molecule C9H9N3OS, with properties calculated with ωB97M-V with the def2-TZVPD basis set.

Last column: Mulliken charge in e.
Cartesian coordinates (Å):
1 C 1.026 -1.963 1.431  -0.7832
2 C 1.836 -0.511 1.303  0.5919
3 O 3.171 -0.483 1.317  -0.5635
4 N 1.005 0.766 1.122  0.0872
5 C 1.883 1.954 0.782  -0.6647
6 C 0.039 0.427 0.007  0.0457
7 C 0.538 0.111 -1.522  -0.2349
8 C -0.562 -0.288 -2.686  -0.4025
9 C -2.190 -0.363 -2.316  -0.5441
10 C -2.666 -0.044 -0.778  0.4795
11 N -4.023 -0.019 -0.109  -0.4879
12 S -3.791 0.459 1.590  0.2200
13 N -2.055 0.654 1.764  -0.4939
14 C -1.560 0.353 0.365  0.2882
15 H 0.093 -1.899 2.143  0.2623
16 H 0.646 -2.301 0.359  0.2275
17 H 1.761 -2.789 1.852  0.3027
18 H 2.451 1.866 -0.240  0.2612
19 H 1.191 2.919 0.694  0.2856
20 H 2.647 2.149 1.656  0.2749
21 H 1.685 0.137 -1.822  0.2534
22 H -0.140 -0.516 -3.776  0.2868
23 H -2.985 -0.622 -3.137  0.3078

Cartesian forces, eV/Å:
C 0.1293 0.1522 -0.0875
C 4.7097 -0.2441 -0.0976
O -7.8767 0.0979 0.0707
N 1.2676 -2.7205 -2.3448
C 0.1819 1.6978 0.0170
C -1.3870 -0.6926 -3.4730
C -3.6889 0.0002 2.0081
C -2.5328 0.6414 3.5805
C 3.6930 0.7253 1.3856
C 0.3226 0.7250 2.6137
N 5.1257 0.7430 0.2117
S 3.1775 -0.8172 -3.6857
N -1.5280 -1.6565 -6.3159
C 0.5190 0.1947 0.3818
H 1.8607 0.1546 -1.4591
H 0.8760 0.8525 2.2958
H -1.3848 2.0305 -0.9554
H -0.9819 -0.0922 2.0474
H 1.3431 -2.2341 0.2669
H -1.5807 -0.6342 -1.8626
H -2.7293 -0.0229 0.8813
H -1.3128 0.5410 2.6558
H 1.7968 0.5581 1.8654

The spin multiplicity is 1. The charge is 0. As for the structure (SMILES): CC(=O)N(C)c1cccc2nsnc12. The orbital gap comes out at 6.845 eV. The molar mass is 207.3 g/mol. For the relative energy (zero: lowest compared OMol25 entry of this formula, charge and spin), the calculation gives 233.0 kcal/mol. The calculation puts the HOMO energy at -8.69 eV.

***

No. 4
Below is a structure of composition C7H24Be2O9Ti, with properties calculated with ωB97M-V with the def2-TZVPD basis set.

Last column: Löwdin spin population.
Cartesian coordinates (Å):
1 Ti 0.160 -9.200 -18.429  2.0460
2 Be -1.292 -12.813 -17.336  0.4587
3 Be -3.575 -9.477 -17.912  0.1047
4 C -1.715 -10.872 -19.438  0.0710
5 O -0.597 -11.448 -19.280  0.0634
6 O -1.807 -9.636 -19.664  0.0309
7 O -2.783 -11.419 -18.928  0.0753
8 C -5.205 -12.280 -21.402  0.0037
9 O -4.090 -12.914 -20.836  0.0215
10 H -5.052 -11.228 -21.664  0.0013
11 H -5.573 -12.779 -22.295  0.0000
12 H -6.040 -12.231 -20.692  0.0020
13 H -3.609 -12.337 -20.227  -0.0001
14 C -1.607 -7.617 -22.653  0.0002
15 O -0.874 -8.788 -22.328  0.0008
16 H -1.433 -7.176 -23.632  0.0000
17 H -2.683 -7.786 -22.586  0.0000
18 H -1.210 -6.842 -21.988  0.0001
19 H -1.066 -9.056 -21.430  0.0007
20 C 2.125 -12.580 -17.108  0.0110
21 O 1.178 -13.596 -17.383  0.0742
22 H 1.792 -11.704 -17.667  0.0062
23 H 2.179 -12.295 -16.054  0.0003
24 H 3.143 -12.844 -17.394  0.0003
25 H 1.618 -14.425 -17.143  0.0005
26 C 1.056 -13.781 -20.829  0.0001
27 O 1.453 -12.424 -20.664  -0.0018
28 H 1.357 -14.439 -20.004  -0.0001
29 H -0.033 -13.875 -20.879  0.0000
30 H 1.492 -14.242 -21.712  0.0001
31 H 0.748 -12.108 -20.082  0.0005
32 C -4.864 -8.622 -20.930  0.0010
33 O -5.130 -8.598 -19.522  0.0087
34 H -5.745 -9.020 -21.437  0.0006
35 H -4.802 -7.590 -21.285  0.0001
36 H -3.954 -9.123 -21.243  0.0002
37 H -5.857 -7.984 -19.355  0.0001
38 C -5.917 -11.757 -18.230  0.0015
39 O -5.489 -10.845 -17.202  0.0150
40 H -6.582 -12.530 -17.842  0.0007
41 H -6.459 -11.309 -19.063  0.0005
42 H -4.978 -12.197 -18.561  0.0003
43 H -6.318 -10.539 -16.801  0.0001

Cartesian forces, eV/Å:
Ti -0.7112 -1.4350 -2.1368
Be 0.9931 0.2536 -1.4225
Be -2.6100 -2.3566 -3.0364
C -1.6889 -1.6881 3.1855
O 0.7475 0.6877 1.1913
O 1.3044 3.5734 0.8680
O 0.1409 0.6181 1.1203
C -0.9559 0.8176 0.2225
O 0.5704 -0.3057 -0.0606
H 0.4561 -0.0846 -0.2011
H 0.3868 -0.3024 0.0737
H -0.0322 -0.4002 -0.1832
H -0.6656 -0.1893 -0.4775
C 0.2337 0.8923 0.7910
O 0.5375 -0.5704 -0.8152
H 0.4526 -0.9230 -0.2881
H 0.0021 0.2033 0.2223
H -0.7997 0.3267 0.1459
H -0.3939 0.1951 -0.2041
C 0.3434 0.8707 0.5853
O -0.7696 0.0313 0.1728
H 0.1977 0.2105 -0.3509
H -0.2492 -0.2410 0.0857
H -0.1819 -0.0854 -0.4229
H -0.5822 -0.3192 -0.0451
C -0.0105 -1.0027 0.0154
O -0.4340 -0.2163 0.5941
H 0.2405 0.3040 0.1780
H -0.0502 0.1021 -0.3270
H -0.0281 0.4393 -0.1766
H 0.8331 0.0697 -0.6839
C -0.7879 1.2815 -1.4265
O 1.6818 -1.1161 1.7258
H 0.1984 -0.4210 0.0761
H 0.2501 0.0046 0.0862
H -0.0561 -0.3342 0.6378
H 0.0546 0.0605 0.2369
C 0.5078 -0.8272 -0.6937
O 0.4652 1.0543 -0.0283
H 0.2236 0.0498 0.4388
H 0.2843 0.5197 0.2614
H -0.4934 -0.2837 -0.3070
H 0.3951 0.5365 0.3725

The spin multiplicity is 4. The charge is +3. The orbital gap (alpha / beta) comes out at 3.077 / 2.944 eV. The molar mass is 318.2 g/mol. For the relative energy (zero: lowest compared OMol25 entry of this formula, charge and spin), the calculation gives 0.0 kcal/mol. The calculation puts the HOMO energy (alpha / beta) at -17.47 / -17.50 eV.